Formula: C44H42BiBrN7O10
Source: OMol25
Level of theory: the ωB97M-V functional and the def2-TZVPD basis

CARTESIAN COORDINATES (ANGSTROEM)
Bi (-0.199, 0.231, 0.043)
N (1.315, 0.636, -1.772)
C (1.355, -0.559, -2.618)
C (1.467, -1.793, -1.711)
O (1.986, -2.815, -2.134)
O (0.997, -1.632, -0.518)
H (0.948, 1.449, -2.252)
H (2.224, 0.802, -1.346)
H (2.187, -0.560, -3.322)
H (0.406, -0.642, -3.145)
Br (-1.647, 3.342, 2.918)
C (-1.031, 1.820, 3.884)
C (-0.930, 1.898, 5.262)
C (-0.464, 0.769, 5.919)
C (-0.123, -0.351, 5.182)
C (-0.289, -0.328, 3.802)
N (-0.742, 0.756, 3.169)
C (0.012, -1.608, 2.988)
O (0.760, -2.418, 3.563)
O (-0.541, -1.718, 1.869)
H (-1.216, 2.795, 5.790)
H (-0.376, 0.771, 6.998)
H (0.259, -1.255, 5.634)
C (8.084, 2.732, -2.514)
O (6.760, 2.924, -2.956)
C (6.017, 3.872, -2.324)
C (6.487, 4.689, -1.304)
C (5.658, 5.654, -0.752)
C (4.341, 5.800, -1.172)
C (3.873, 4.957, -2.190)
C (4.703, 4.020, -2.764)
N (3.604, 6.911, -0.709)
N (2.375, 6.886, -0.508)
C (1.621, 5.709, -0.483)
C (0.346, 5.775, -1.019)
C (-0.459, 4.655, -1.138)
C (-0.072, 3.392, -0.667)
O (-0.819, 2.351, -0.803)
C (1.186, 3.344, 0.047)
N (1.475, 2.193, 0.706)
C (2.522, 2.148, 1.498)
C (3.380, 3.242, 1.680)
C (3.131, 4.402, 1.004)
C (2.016, 4.490, 0.145)
H (8.494, 1.936, -3.130)
H (8.116, 2.426, -1.464)
H (8.690, 3.634, -2.645)
H (7.502, 4.602, -0.942)
H (6.029, 6.303, 0.032)
H (2.858, 5.069, -2.546)
H (4.347, 3.387, -3.567)
H (0.011, 6.729, -1.408)
H (-1.427, 4.746, -1.606)
H (2.684, 1.231, 2.037)
H (4.210, 3.161, 2.367)
H (3.747, 5.273, 1.173)
C (-6.477, 2.893, -5.677)
C (-5.712, 2.615, -4.407)
C (-4.715, 3.498, -4.008)
C (-3.992, 3.262, -2.851)
C (-4.260, 2.161, -2.064)
C (-5.253, 1.268, -2.453)
N (-5.619, 0.181, -1.658)
C (-4.898, -0.522, -0.699)
C (-5.629, -1.029, 0.381)
C (-5.037, -1.803, 1.362)
C (-3.689, -2.107, 1.280)
C (-2.957, -1.630, 0.207)
C (-3.523, -0.826, -0.778)
C (-2.668, -0.510, -1.980)
O (-3.139, -0.577, -3.102)
O (-1.400, -0.260, -1.766)
C (-5.979, 1.486, -3.634)
C (-7.008, 0.466, -4.044)
H (-6.184, 3.858, -6.090)
H (-7.554, 2.914, -5.498)
H (-6.277, 2.130, -6.432)
H (-4.501, 4.373, -4.610)
H (-3.218, 3.948, -2.548)
H (-3.691, 1.991, -1.159)
H (-6.601, -0.026, -1.661)
H (-6.689, -0.804, 0.436)
H (-5.635, -2.171, 2.187)
H (-3.202, -2.714, 2.031)
H (-1.922, -1.928, 0.122)
H (-6.607, -0.538, -3.893)
H (-7.277, 0.569, -5.093)
H (-7.926, 0.562, -3.452)
O (2.616, -0.873, 1.921)
C (3.272, -1.224, 0.822)
O (3.621, -0.407, -0.005)
C (3.601, -2.730, 0.755)
N (3.603, -3.275, 2.113)
C (4.988, -3.371, 2.590)
C (5.853, -2.743, 1.483)
C (5.015, -2.940, 0.218)
H (2.825, -3.181, 0.138)
H (3.079, -4.129, 2.205)
H (2.429, -1.697, 2.450)
H (5.279, -4.410, 2.774)
H (5.100, -2.831, 3.535)
H (6.844, -3.192, 1.429)
H (5.965, -1.672, 1.668)
H (5.121, -3.948, -0.184)
H (5.237, -2.216, -0.564)

Its total energy is -153102.81034 eV. For the gap between HOMO and LUMO, the calculation gives 7.02 eV. As for the LUMO energy: 1.837 eV. Its total charge is -1. The relative energy (zero: lowest compared OMol25 entry of this formula, charge and spin) is 106.5 kJ/mol. Its highest occupied orbital energy is -5.2 eV. Its strongest force on any atom is 0.0177 hartree/bohr.

Results of the Mulliken charge analysis, in e, for atoms 1 through 4:
1. Bi 3.0143
2. N -0.4575
3. C -0.9054
4. C 0.8211

=====

Formula: C6H13NO4
Source: OMol25
Level of theory: the ωB97M-V functional and the def2-TZVPD basis

CARTESIAN COORDINATES (ANGSTROEM)
C (-1.707, -0.130, 0.561)
C (-1.470, 1.190, -0.043)
C (0.617, 1.011, -0.943)
C (1.530, -0.307, -0.562)
C (0.820, -0.810, 0.806)
C (-0.556, -1.192, 0.290)
H (-3.179, -0.504, -0.764)
H (-1.782, 0.105, 1.622)
H (-2.245, 1.915, 0.521)
H (-2.104, 1.496, -0.927)
H (0.205, 0.811, 0.950)
H (-0.057, 0.743, -1.738)
H (1.458, 1.575, -1.663)
H (1.209, -1.078, -1.517)
H (3.150, 1.294, -0.096)
H (1.338, -1.798, 1.240)
H (2.148, 0.200, 1.696)
H (-0.933, -2.133, 0.686)
H (1.325, -2.094, -1.162)
N (-0.291, 1.729, -0.005)
O (-3.035, -0.491, 0.311)
O (2.997, -0.127, -0.039)
O (1.051, 0.089, 1.883)
O (-0.488, -1.495, -1.107)

Its total energy is -16097.72336 eV. For the gap between HOMO and LUMO, the calculation gives 7.16 eV. As for the LUMO energy: -1.818 eV. Its total charge is 0. The relative energy (zero: lowest compared OMol25 entry of this formula, charge and spin) is 1454.5 kJ/mol. Its highest occupied orbital energy is -9.0 eV. Its strongest force on any atom is 0.2049 hartree/bohr.

Results of the natural (NBO) charge analysis, in e, for atoms 1 through 4:
1. C 0.0584
2. C -0.2702
3. C -0.2926
4. C 0.0973

=====

Formula: C5H6O
Source: OMol25
Level of theory: the ωB97M-V functional and the def2-TZVPD basis

CARTESIAN COORDINATES (ANGSTROEM)
C (0.113, -0.021, -1.632)
C (0.852, 0.345, -0.326)
C (0.641, -0.760, 0.448)
C (-0.276, -0.422, 1.460)
C (-0.405, 0.937, 1.378)
O (0.271, 1.434, 0.335)
H (0.753, -0.463, -2.390)
H (-0.379, 0.887, -1.956)
H (-0.702, -0.750, -1.431)
H (0.935, -1.727, 0.065)
H (-0.870, -1.104, 2.045)
H (-0.935, 1.643, 2.003)

Its total energy is -7326.99551 eV. As for the structure (SMILES): Cc1ccco1. For the gap between HOMO and LUMO, the calculation gives 9.00 eV. As for the LUMO energy: 0.724 eV. Its total charge is 0. The relative energy (zero: lowest compared OMol25 entry of this formula, charge and spin) is 220.9 kJ/mol. Its highest occupied orbital energy is -8.3 eV. Its strongest force on any atom is 0.0222 hartree/bohr.

Results of the natural (NBO) charge analysis, in e, for atoms 1 through 4:
1. C -0.6341
2. C 0.1388
3. C -0.1854
4. C -0.3663

=====

Formula: C22H24LaNO5
Source: OMol25
Level of theory: the ωB97M-V functional and the def2-TZVPD basis

CARTESIAN COORDINATES (ANGSTROEM)
La (-0.391, 0.174, 0.200)
C (0.510, 2.746, 0.955)
C (0.805, 1.959, 2.106)
C (1.875, 1.067, 1.770)
H (0.344, 2.078, 3.088)
C (2.248, 1.319, 0.413)
C (1.395, 2.345, -0.100)
H (1.460, 2.777, -1.099)
H (-0.210, 3.563, 0.915)
H (2.381, 0.368, 2.439)
H (3.108, 0.886, -0.101)
C (-2.659, 0.165, -1.523)
C (-1.871, 1.282, -1.930)
C (-0.663, 0.783, -2.513)
H (-2.170, 2.334, -1.882)
C (-0.718, -0.643, -2.471)
C (-1.942, -1.026, -1.850)
H (-2.291, -2.054, -1.709)
H (-3.673, 0.207, -1.116)
H (0.133, 1.377, -2.970)
H (0.013, -1.322, -2.914)
O (0.990, -1.535, -0.177)
C (2.736, -2.533, -1.675)
C (2.703, -3.137, -0.325)
C (3.564, -1.367, -1.976)
C (2.050, -3.251, -2.753)
C (1.329, -2.809, 0.292)
H (3.495, -2.700, 0.301)
H (2.836, -4.225, -0.359)
H (0.600, -3.566, -0.052)
H (1.386, -2.809, 1.393)
H (4.651, -1.582, -2.013)
H (3.422, -0.589, -1.210)
H (3.269, -0.933, -2.947)
H (2.612, -4.126, -3.136)
H (1.861, -2.587, -3.611)
H (1.083, -3.628, -2.387)
O (-2.209, 1.621, 1.324)
C (-2.716, 0.579, 1.864)
O (-2.158, -0.580, 1.753)
C (-4.012, 0.727, 2.593)
C (-4.888, -0.361, 2.761)
C (-6.134, -0.163, 3.342)
C (-6.503, 1.122, 3.788)
C (-5.618, 2.208, 3.645)
C (-4.387, 2.007, 3.037)
N (-7.776, 1.331, 4.389)
O (-8.559, 0.359, 4.490)
O (-8.066, 2.480, 4.796)
H (-4.592, -1.357, 2.426)
H (-6.838, -0.983, 3.468)
H (-5.914, 3.187, 4.006)
H (-3.711, 2.850, 2.895)

Its total energy is -35790.59824 eV. For the gap between HOMO and LUMO (spin up / spin down), the calculation gives 6.46 / 3.90 eV. As for the LUMO energy (spin up / spin down): 4.228 / 4.190 eV. Its total charge is -2. The relative energy (zero: lowest compared OMol25 entry of this formula, charge and spin) is 0.0 kJ/mol. Its highest occupied orbital energy (spin up / spin down) is -2.2 / 0.3 eV. Its strongest force on any atom is 0.0484 hartree/bohr.

Results of the natural (NBO) charge analysis, in e, for atoms 1 through 4:
1. La 2.0693
2. C -0.3574
3. C -0.3619
4. C -0.3744

=====

Formula: C7H14N2O2
Source: OMol25
Level of theory: the ωB97M-V functional and the def2-TZVPD basis

CARTESIAN COORDINATES (ANGSTROEM)
C (0.162, 1.984, 0.715)
C (-0.855, 0.873, 0.900)
N (-2.194, 1.515, 0.581)
C (-0.751, -0.299, -0.058)
N (-1.267, -1.513, 0.543)
C (0.724, -0.605, -0.455)
C (1.627, -0.957, 0.682)
O (2.776, -0.845, 0.570)
O (1.073, -1.636, 1.661)
C (1.015, -1.388, -1.772)
C (1.255, 0.041, -1.758)
H (0.063, 2.264, -0.359)
H (1.080, 1.391, 0.941)
H (0.066, 2.835, 1.543)
H (-0.786, 0.579, 1.935)
H (-1.963, 2.126, -0.225)
H (-2.456, 2.158, 1.377)
H (-1.346, -0.070, -1.042)
H (-1.162, -2.263, -0.117)
H (-2.171, -1.404, 0.869)
H (0.082, -1.914, 1.442)
H (0.276, -1.912, -2.321)
H (1.880, -2.052, -1.757)
H (2.298, 0.405, -1.649)
H (0.573, 0.685, -2.248)

Its total energy is -14559.95025 eV. As for the structure (SMILES): C[C@@H](N)[C@H](N)C1(C(=O)O)CC1. For the gap between HOMO and LUMO, the calculation gives 10.40 eV. As for the LUMO energy: 0.796 eV. Its total charge is 0. The relative energy (zero: lowest compared OMol25 entry of this formula, charge and spin) is 80.0 kJ/mol. Its highest occupied orbital energy is -9.6 eV. Its strongest force on any atom is 0.0953 hartree/bohr.

Results of the natural (NBO) charge analysis, in e, for atoms 1 through 4:
1. C -0.6181
2. C -0.0878
3. N -0.8445
4. C -0.0245

=====

Formula: C25H43BF4N6O2PRbS4
Source: OMol25
Level of theory: the ωB97M-V functional and the def2-TZVPD basis

CARTESIAN COORDINATES (ANGSTROEM)
Rb (-1.006, -1.013, 0.381)
O (0.492, 1.742, 7.890)
C (0.333, 1.393, 6.732)
S (-0.737, 2.187, 5.588)
C (-0.480, 1.139, 4.190)
C (0.394, 0.121, 4.386)
S (0.928, -1.128, 3.255)
S (1.128, 0.016, 5.984)
S (-1.401, 1.602, 2.774)
N (-2.031, -2.865, 2.903)
C (-3.261, -2.254, 3.102)
C (-3.362, -1.202, 4.021)
C (-4.582, -0.592, 4.249)
C (-5.728, -1.006, 3.574)
C (-5.620, -2.033, 2.646)
C (-4.402, -2.654, 2.403)
H (-1.912, -3.364, 2.034)
H (-1.214, -2.328, 3.195)
H (-2.464, -0.835, 4.506)
H (-4.625, 0.242, 4.939)
H (-6.678, -0.515, 3.747)
H (-6.490, -2.349, 2.081)
H (-4.315, -3.423, 1.645)
O (0.877, -0.705, -1.342)
P (2.259, -0.264, -0.982)
N (2.876, -1.391, 0.034)
C (2.230, -2.688, 0.292)
C (3.391, -3.526, 0.808)
C (4.166, -2.525, 1.665)
C (4.034, -1.193, 0.907)
N (2.317, 1.260, -0.382)
C (3.550, 2.054, -0.237)
C (3.531, 2.531, 1.212)
C (2.044, 2.724, 1.494)
C (1.369, 1.584, 0.736)
N (3.343, -0.168, -2.245)
C (3.660, -1.456, -2.896)
C (4.151, -1.043, -4.274)
C (3.213, 0.110, -4.618)
C (3.069, 0.853, -3.289)
H (1.767, -3.074, -0.614)
H (1.469, -2.591, 1.070)
H (4.001, -3.872, -0.032)
H (3.054, -4.396, 1.372)
H (5.209, -2.806, 1.820)
H (3.682, -2.427, 2.638)
H (4.926, -0.955, 0.315)
H (3.853, -0.378, 1.610)
H (3.519, 2.915, -0.917)
H (4.432, 1.466, -0.497)
H (4.118, 3.442, 1.350)
H (3.942, 1.763, 1.871)
H (1.708, 3.689, 1.106)
H (1.783, 2.681, 2.550)
H (0.389, 1.871, 0.365)
H (1.251, 0.721, 1.401)
H (2.766, -2.085, -2.989)
H (4.404, -2.004, -2.316)
H (4.121, -1.863, -4.993)
H (5.182, -0.682, -4.208)
H (2.243, -0.283, -4.931)
H (3.590, 0.754, -5.414)
H (2.074, 1.283, -3.167)
H (3.792, 1.669, -3.203)
F (-3.116, -1.980, -2.335)
B (-2.671, -3.261, -1.911)
F (-2.585, -3.250, -0.487)
F (-1.394, -3.504, -2.438)
F (-3.568, -4.255, -2.312)
C (-2.594, 2.406, -4.042)
C (-3.214, 2.705, -2.683)
C (-3.372, 4.212, -2.508)
C (-4.581, 2.023, -2.567)
N (-2.278, 2.281, -1.631)
N (-1.990, 0.897, -1.552)
H (-3.216, 2.819, -4.840)
H (-2.500, 1.332, -4.211)
H (-1.599, 2.852, -4.106)
H (-4.036, 4.624, -3.272)
H (-2.399, 4.702, -2.578)
H (-3.799, 4.449, -1.529)
H (-5.267, 2.391, -3.336)
H (-5.027, 2.226, -1.590)
H (-4.508, 0.941, -2.692)
H (-2.633, 2.555, -0.721)
H (-1.207, 0.673, -2.155)
H (-2.768, 0.288, -1.799)

Its total energy is -104503.74625 eV. For the gap between HOMO and LUMO, the calculation gives 4.45 eV. As for the LUMO energy: 3.651 eV. Its total charge is -2. The relative energy (zero: lowest compared OMol25 entry of this formula, charge and spin) is 54.8 kJ/mol. Its highest occupied orbital energy is -0.8 eV. Its strongest force on any atom is 0.0225 hartree/bohr.

Results of the Mulliken charge analysis, in e, for atoms 1 through 4:
1. Rb 0.8709
2. O -0.6977
3. C 0.6008
4. S -0.2684

=====

The lowest relative energy (zero: lowest compared OMol25 entry of this formula, charge and spin) belongs to which entry?
C22H24LaNO5